No. 1
Below is the molecule CH3NO2S in a non-equilibrium geometry, with properties calculated with ωB97M-V with the def2-TZVPD basis set.

Computed properties:
ΔE to the lowest compared entry with this formula, charge and spin in kcal per mole: 80.92
LUMO in eV: -0.70
HOMO-LUMO gap in eV: 7.95
Strongest force on any atom in hartree/bohr: 0.09518
HOMO energy in eV: -8.65
Multiplicity: 1

Each line ends with the Löwdin charge.
Element x y z (Å)
S  -0.63  0.76  -0.45  0.83
O  -2.01  -1.45  0.43  -0.03
O  -0.91  1.71  0.61  -0.54
N  -1.26  -1.17  -0.43  -0.15
C  1.07  0.06  -0.03  -0.23
H  1.18  -0.63  -0.87  0.03
H  1.65  1.06  -0.17  0.08
H  0.89  -0.33  0.91  0.01


No. 2
Below is a 2-piece molecular cluster, C22H35BF4IN3O9PS overall in a non-equilibrium geometry, with properties calculated with ωB97M-V with the def2-TZVPD basis set.

Computed properties:
LUMO in eV: -3.64
Charge: +1
HOMO-LUMO gap in eV: 8.28
Strongest force on any atom in hartree/bohr: 0.09983
HOMO energy in eV: -11.92
Multiplicity: 1

Each line ends with the Löwdin charge.
Element x y z (Å)
I  -0.35  -1.11  -4.67  0.88
S  2.77  0.89  -0.42  0.93
P  -1.13  0.87  3.34  0.64
F  -1.57  -3.05  -2.25  0.03
F  1.22  -3.42  -0.04  0.05
F  -0.17  -4.66  -1.63  0.03
F  1.37  -2.59  -2.09  0.04
O  1.81  0.31  2.87  0.05
O  -3.15  0.09  0.12  0.09
O  1.91  3.84  -1.58  0.03
O  2.85  -2.22  1.93  -0.20
O  -1.97  0.06  -2.56  -0.02
O  -0.60  -0.04  4.41  -0.26
O  -0.82  2.44  3.87  -0.14
O  0.54  3.00  -3.10  -0.02
O  -2.78  0.70  3.33  -0.10
N  1.19  0.49  1.61  -0.05
N  -2.99  -2.25  0.87  -0.15
N  2.95  2.45  3.65  0.25
C  0.73  4.14  0.78  0.12
C  -0.32  0.65  1.61  -0.23
C  3.98  -3.12  2.03  -0.23
C  1.69  -0.42  0.48  -0.38
C  -0.81  -0.26  -2.68  -0.74
C  -0.61  3.10  -3.96  -0.23
C  1.04  4.04  -2.39  -0.52
C  0.42  -1.04  -0.36  -0.11
C  0.37  -0.05  -1.64  -0.15
C  2.96  -1.32  0.83  -0.25
C  -0.94  1.96  0.92  -0.13
C  -3.83  -2.75  -0.26  -0.09
C  -0.49  -1.90  1.96  -0.01
C  -0.23  3.59  -5.34  -0.05
C  -3.97  -2.01  2.00  -0.09
C  0.57  5.43  -2.70  0.03
C  -0.08  3.24  0.94  -0.10
C  0.56  -2.51  -0.92  -0.25
C  2.36  1.52  3.28  -0.22
C  -0.66  -0.74  0.83  -0.14
C  3.54  -4.64  1.74  -0.07
C  -0.72  -3.39  -1.22  -0.19
B  -2.28  -0.95  0.54  -0.48
H  0.54  2.94  -5.77  0.09
H  0.23  1.04  -1.33  0.11
H  3.17  -1.94  -0.11  0.15
H  3.92  -0.73  1.00  0.11
H  -0.57  -2.94  1.55  0.10
H  -1.39  3.70  -3.50  0.12
H  0.48  -1.83  2.54  0.10
H  -1.91  2.25  1.46  0.12
H  2.46  -4.77  2.05  0.08
H  -1.28  -3.68  -0.27  0.16
H  3.63  1.37  0.56  -0.03
H  -3.46  -1.75  2.98  0.09
H  -1.31  -1.83  2.77  0.09
H  0.57  6.01  -1.78  0.09
H  -3.21  0.93  2.48  0.08
H  3.69  -4.88  0.64  0.08
H  4.35  -3.10  3.10  0.13
H  1.63  1.42  1.41  0.09
H  -1.30  1.78  -0.15  0.13
H  -3.74  -2.18  -1.24  0.09
H  1.26  5.89  -3.41  0.11
H  -3.59  -3.86  -0.41  0.11
H  4.87  -2.80  1.38  0.13
H  -4.93  -2.72  0.05  0.10
H  -3.64  -0.09  -0.70  0.11
H  -1.10  3.60  -6.00  0.09
H  -4.72  -1.20  1.76  0.10
H  1.47  4.93  0.45  0.09
H  1.29  -0.17  -2.32  0.10
H  -0.09  2.43  4.53  0.09
H  -4.55  -2.97  2.19  0.11
H  0.20  4.59  -5.30  0.07
H  4.14  -5.37  2.37  0.08
H  -0.44  5.48  -3.10  0.08
H  -1.01  2.08  -4.03  0.08


No. 3
Below is an isolated ion of composition C7H13Cl2N2O2 and charge -1, with properties calculated with ωB97M-V with the def2-TZVPD basis set.

Computed properties:
LUMO in eV: 3.19
Charge: -1
HOMO-LUMO gap in eV: 7.85
Strongest force on any atom in hartree/bohr: 0.01054
HOMO energy in eV: -4.66
Multiplicity: 1

Each line ends with the Löwdin charge.
Element x y z (Å)
Cl  -2.29  2.05  -1.79  0.53
Cl  -1.49  -1.07  -2.25  0.60
O  2.61  0.64  -1.61  -0.05
O  1.63  -0.93  -2.93  -0.07
N  1.20  -0.10  0.57  -0.04
N  -1.69  -1.74  2.31  -0.02
C  0.16  2.38  -0.69  -0.13
C  0.74  -0.59  -0.74  -0.30
C  -0.59  1.41  -1.58  -0.72
C  0.31  -0.28  1.70  -0.24
C  -0.65  -0.02  -1.05  -0.67
C  -0.26  -1.69  1.96  -0.26
C  1.78  -0.24  -1.89  -0.72
H  0.30  -2.15  2.78  0.09
H  -0.38  2.53  0.25  0.07
H  0.21  3.35  -1.20  0.07
H  2.09  -0.55  0.76  0.12
H  -0.17  1.38  -2.58  0.10
H  -1.31  -0.07  -0.18  0.07
H  -0.53  0.42  1.61  0.09
H  -2.25  -1.92  1.48  0.05
H  -0.10  -2.32  1.09  0.10
H  1.17  2.00  -0.51  0.06
H  0.86  0.05  2.59  0.11
H  -2.00  -0.84  2.66  0.05
H  0.66  -1.69  -0.74  0.11


No. 4
Below is an isolated ion of composition C3H5N2O2S and charge +1 in a non-equilibrium geometry, with properties calculated with ωB97M-V with the def2-TZVPD basis set.

Computed properties:
ΔE to the lowest compared entry with this formula, charge and spin in kcal per mole: 162.43
LUMO (alpha / beta) in eV: -6.82 / -6.82
Charge: +1
HOMO-LUMO gap (alpha / beta) in eV: 6.80 / 6.81
Strongest force on any atom in hartree/bohr: 0.10635
HOMO energy (alpha / beta) in eV: -13.63 / -13.63
Multiplicity: 1

Each line ends with the Löwdin charge.
Element x y z (Å)
S  0.66  -1.53  0.02  1.18
O  2.82  1.54  0.03  0.17
O  3.29  -0.58  -0.17  0.10
N  2.55  0.37  -0.06  -0.45
N  -1.45  0.24  -0.22  -0.13
C  1.16  0.03  -0.04  -0.29
C  -1.15  -1.12  0.26  -0.33
C  -0.54  1.21  0.39  0.09
H  -1.75  -1.88  -0.24  0.11
H  -2.39  0.51  0.12  0.20
H  -1.47  0.27  -1.25  0.19
H  -1.30  -1.16  1.35  0.12
H  -0.41  2.11  -0.19  0.05


Question: Which of these has the lowest strongest force on any atom?
Answer: C7H13Cl2N2O2


Question: Look up the strongest force on any atom of the first one.
Answer: 0.09518 hartree/bohr